A cluster of 11 separate species, C28H69N5O16PS4 in total at a distorted geometry. Source: OMol25; level of theory: ωB97M-V/def2-TZVPD.

Last columns: bonded neighbours and bond lengths (Å).
Cartesian coordinates (Å):
1 S 0.68 -3.86 3.45  O9 1.455, O17 1.415, C33 1.819, C43 1.839
2 S -3.70 3.70 0.05  O14 1.461, O19 1.454, C47 1.818, C51 1.809
3 S 2.36 0.34 -4.03  O10 1.440, O20 1.423, C40 1.818, C44 1.797
4 S -1.42 3.62 5.09  O7 1.420, O12 1.428, C36 1.809, C42 1.800
5 P 5.94 0.62 -0.27  O13 1.586, O16 1.458, O18 1.581, O21 1.565
6 O -1.27 -2.21 -3.84  C38 1.258
7 O -2.75 4.03 5.36  S4 1.420
8 O -3.54 0.67 -0.93  C50 1.254
9 O 0.86 -4.33 2.09  S1 1.455
10 O 2.45 -1.10 -3.97  S3 1.440
11 O -1.66 0.06 1.07  C35 1.260
12 O -0.44 4.63 4.81  S4 1.428
13 O 4.40 0.78 0.09  P5 1.586, C30 1.437
14 O -4.83 3.52 -0.85  S2 1.461
15 O -0.08 -3.37 -1.62  C54 1.251
16 O 6.80 1.34 0.66  P5 1.458
17 O 1.83 -3.52 4.20  S1 1.415
18 O 6.16 -0.94 -0.39  P5 1.581, C53 1.442
19 O -3.77 3.11 1.38  S2 1.454
20 O 3.36 1.10 -4.69  S3 1.423
21 O 5.94 1.09 -1.76  P5 1.565, C48 1.424
22 N -0.97 -5.94 -0.14  H88 1.024, H106 1.026, H112 1.024, H120 1.035
23 N -6.11 1.46 -1.66  H60 1.022, H92 1.021, H94 1.057, H103 1.019
24 N -4.08 0.44 1.99  H57 1.018, H87 1.013, H89 1.084, H110 1.034
25 N -3.29 -1.24 -5.68  H81 1.054, H86 1.016, H99 1.022, H117 1.023
26 N -0.72 -4.87 -4.10  H79 1.057, H95 1.022, H100 1.017, H114 1.021
27 C -1.29 -2.78 4.77  C28 1.532, C43 1.504, H63 1.086, H113 1.099
28 C -1.58 -4.29 4.82  C27 1.532, C33 1.523, H66 1.096, H74 1.089
29 C 6.89 1.75 -3.89  C48 1.532, H58 1.086, H77 1.091, H98 1.094
30 C 4.04 0.71 1.48  O13 1.437, C31 1.501, H69 1.093, H71 1.088
31 C 2.59 0.34 1.54  C30 1.501, H59 1.092, H67 1.096, H78 1.092
32 C 0.35 2.06 -3.98  C40 1.521, C45 1.530, H62 1.090, H70 1.097
33 C -0.30 -5.03 4.44  S1 1.819, C28 1.523, H75 1.089, H90 1.083
34 C -0.08 1.40 5.68  C36 1.520, C41 1.533, H64 1.095, H107 1.091
35 C -1.63 -0.58 -0.02  O11 1.260, C50 1.583, C52 1.398
36 C -0.80 2.53 6.40  S4 1.809, C34 1.520, H65 1.091, H108 1.085
37 C -1.29 4.63 -0.51  C46 1.561, C51 1.497, H105 1.090, H111 1.088
38 C -1.52 -1.76 -2.69  O6 1.258, C49 1.392, C54 1.503
39 C 5.64 -3.22 -0.71  C53 1.500, H76 1.090, H93 1.095, H101 1.088
40 C 0.75 0.81 -4.75  S3 1.818, C32 1.521, H91 1.085, H119 1.094
41 C -0.91 1.12 4.42  C34 1.533, C42 1.506, H104 1.085, H121 1.108
42 C -1.28 2.42 3.76  S4 1.800, C41 1.506, H56 1.097, H123 1.080
43 C -0.60 -2.54 3.45  S1 1.839, C27 1.504, H68 1.086, H96 1.095
44 C 2.03 1.03 -2.40  S3 1.797, C45 1.539, H73 1.091, H80 1.089
45 C 0.71 1.82 -2.51  C32 1.530, C44 1.539, H116 1.087, H122 1.098
46 C -2.27 5.85 -0.52  C37 1.561, C47 1.518, H61 1.088, H109 1.092
47 C -3.49 5.49 0.30  S2 1.818, C46 1.518, H82 1.083, H118 1.090
48 C 6.94 1.90 -2.37  O21 1.424, C29 1.532, H83 1.091, H115 1.094
49 C -2.36 -0.67 -2.46  C38 1.392, C50 1.424, H97 1.085
50 C -2.64 -0.16 -1.16  O8 1.254, C35 1.583, C49 1.424
51 C -2.13 3.42 -0.80  S2 1.809, C37 1.497, H55 1.092, H85 1.086
52 C -0.80 -1.67 -0.27  C35 1.398, C54 1.413, H84 1.080
53 C 5.07 -1.87 -0.37  O18 1.442, C39 1.500, H72 1.090, H102 1.089
54 C -0.73 -2.31 -1.53  O15 1.251, C38 1.503, C52 1.413
55 H -2.45 3.35 -1.85  C51 1.092
56 H -0.30 2.60 3.30  C42 1.097
57 H -3.96 0.08 2.94  N24 1.018
58 H 7.85 1.96 -4.35  C29 1.086
59 H 2.25 0.35 2.57  C31 1.092
60 H -6.34 1.89 -0.76  N23 1.022
61 H -1.72 6.69 -0.09  C46 1.088
62 H 0.82 2.93 -4.45  C32 1.090
63 H -2.16 -2.18 4.98  C27 1.086
64 H 0.96 1.60 5.44  C34 1.095
65 H -1.67 2.13 6.91  C36 1.091
66 H -2.39 -4.52 4.13  C28 1.096
67 H 1.96 1.05 0.98  C31 1.096
68 H 0.00 -1.67 3.21  C43 1.086
69 H 4.65 -0.05 1.98  C30 1.093
70 H -0.73 2.17 -4.10  C32 1.097
71 H 4.22 1.68 1.94  C30 1.088
72 H 4.72 -1.92 0.66  C53 1.090
73 H 1.91 0.16 -1.75  C44 1.091
74 H -1.99 -4.41 5.82  C28 1.089
75 H 0.23 -5.19 5.38  C33 1.089
76 H 4.89 -4.00 -0.61  C39 1.090
77 H 6.13 2.37 -4.36  C29 1.091
78 H 2.30 -0.64 1.14  C31 1.092
79 H -0.74 -4.23 -3.26  N26 1.057
80 H 2.91 1.57 -2.06  C44 1.089
81 H -2.91 -1.16 -4.70  N25 1.054
82 H -4.46 5.90 0.05  C47 1.083
83 H 7.93 1.62 -2.03  C48 1.091
84 H -0.08 -2.01 0.47  C52 1.080
85 H -1.74 2.44 -0.53  C51 1.086
86 H -3.54 -2.22 -5.82  N25 1.016
87 H -4.78 -0.05 1.45  N24 1.013
88 H -0.30 -5.81 -0.90  N22 1.024
89 H -3.13 0.33 1.47  N24 1.084
90 H -0.43 -5.93 3.86  C33 1.083
91 H 0.89 0.88 -5.82  C40 1.085
92 H -6.69 0.63 -1.84  N23 1.021
93 H 5.93 -3.25 -1.77  C39 1.095
94 H -5.10 1.16 -1.57  N23 1.057
95 H -0.18 -4.37 -4.81  N26 1.022
96 H -1.20 -2.88 2.60  C43 1.095
97 H -2.85 -0.17 -3.30  C49 1.085
98 H 6.57 0.73 -4.13  C29 1.094
99 H -2.57 -0.81 -6.26  N25 1.022
100 H -0.43 -5.81 -3.82  N26 1.017
101 H 6.55 -3.40 -0.16  C39 1.088
102 H 4.33 -1.60 -1.12  C53 1.089
103 H -6.28 2.12 -2.41  N23 1.019
104 H -0.47 0.39 3.76  C41 1.085
105 H -0.78 4.65 0.45  C37 1.090
106 H -1.90 -5.70 -0.52  N22 1.026
107 H -0.01 0.47 6.25  C34 1.091
108 H -0.18 3.10 7.08  C36 1.085
109 H -2.52 6.10 -1.55  C46 1.092
110 H -4.28 1.45 2.02  N24 1.034
111 H -0.57 4.86 -1.29  C37 1.088
112 H -1.07 -6.94 0.08  N22 1.024
113 H -0.48 -2.52 5.46  C27 1.099
114 H -1.70 -4.92 -4.37  N26 1.021
115 H 6.86 2.98 -2.18  C48 1.094
116 H 0.65 2.69 -1.87  C45 1.087
117 H -4.13 -0.67 -5.66  N25 1.023
118 H -3.22 5.56 1.36  C47 1.090
119 H 0.16 -0.06 -4.46  C40 1.094
120 H -0.78 -5.29 0.63  N22 1.035
121 H -1.79 0.57 4.81  C41 1.108
122 H -0.05 1.12 -2.13  C45 1.098
123 H -2.06 2.50 3.02  C42 1.080

Its charge is +3. The calculation puts the frontier orbital gap at 6.160 eV. The calculation puts the largest force on an atom at 0.0484 Eh/bohr. Its electronic energy is -122971.56721 eV.

Mulliken atomic charge list, values in e, 99 entries: 1.112, 1.361, 1.197, 1.234, 0.494, -0.744, -0.678, -0.622, -0.612, -0.651, -0.352, -0.671, -0.019, -0.850, -0.864, -0.752, -0.661, -0.272, -0.867, -0.615, -0.008, -0.323, -0.278, 0.042, -0.201, -0.219, -0.558, -0.900, -1.050, -0.670, -0.639, -1.026, -0.726, -0.966, 0.351, -0.766, -0.632, 1.834, -1.576, -0.475, 0.448, -0.034, 0.263, -0.526, 0.778, -0.906, -0.822, -0.340, -1.512, -0.744, 0.273, -0.554, 0.603, 0.697, 0.344, 0.291, 0.409, 0.379, 0.419, 0.381, 0.480, 0.445, 0.371, 0.360, 0.341, 0.308, 0.164, -0.063, 0.455, 0.382, 0.317, 0.108, 0.115, 0.450, 0.362, 0.348, 0.245, 0.089, -0.002, 0.296, -0.175, 0.471, 0.378, 0.987, -0.418, 0.370, 0.397, 0.339, -0.306, 0.402, 0.646, 0.383, 0.369, 0.329, 0.386, -0.110, -0.185, 0.260, 0.407